1.
# C3H5NO2

A structure of composition C3H5NO2 at a distorted geometry (ωB97M-V/def2-TZVPD, the OMol25 dataset).

Each line ends with the natural charge from an NBO analysis.
Cartesian coordinates (Å):
1 C -0.6148 1.3753 -0.0802  -0.648
2 C -0.3111 -0.0548 0.1412  -0.126
3 C -1.0082 -1.1974 0.0623  0.529
4 O 1.8427 -0.6023 -0.6207  -0.568
5 N 0.9829 -0.5426 0.4766  -0.159
6 O -1.9696 -1.8845 0.2449  -0.456
7 H 2.7230 -0.6142 -0.2056  0.475
8 H 0.4023 -1.7424 0.3704  0.258
9 H -1.5711 1.6413 0.3760  0.230
10 H -0.6523 1.6399 -1.1420  0.229
11 H 0.1762 1.9817 0.3771  0.237

**Energy above the lowest of the compared OMol25 structures with the same formula, charge and spin**: 138.1 kcal per mole
**Gap between HOMO and LUMO**: 7.9 eV
**Spin multiplicity**: 1
**Charge**: 0

---

2.
# C3H5NO2

An isolated molecule of C3H5NO2 (ωB97M-V/def2-TZVPD, the OMol25 dataset).

Each line ends with the natural charge from an NBO analysis.
Cartesian coordinates (Å):
1 H 1.4788 0.9575 0.9714  0.352
2 N 1.9471 0.7794 0.0857  -0.699
3 C 1.4294 0.0012 -0.7612  0.415
4 O 0.2922 -0.7490 -0.8363  -0.508
5 C -0.7071 -0.7945 0.1653  -0.189
6 C -1.3535 0.5615 0.3669  0.409
7 O -1.9195 0.8951 1.3766  -0.496
8 H 1.9523 -0.1697 -1.7014  0.163
9 H -0.3657 -1.2279 1.1125  0.208
10 H -1.4700 -1.4681 -0.2514  0.228
11 H -1.2841 1.2145 -0.5281  0.119

**SMILES**: [H]/N=C\OCC=O
**Energy above the lowest of the compared OMol25 structures with the same formula, charge and spin**: 44.6 kcal per mole
**Gap between HOMO and LUMO**: 11.0 eV
**Spin multiplicity**: 1
**Charge**: 0

---

3.
# C3H5NO2

A structure of composition C3H5NO2 (ωB97M-V/def2-TZVPD, the OMol25 dataset).

Each line ends with the natural charge from an NBO analysis.
Cartesian coordinates (Å):
1 N 1.5502 -0.4498 0.3421  -0.829
2 C 0.2441 -0.1683 -0.1154  -0.213
3 C -1.0653 -0.8010 0.3305  -0.075
4 O -1.7215 0.5214 0.1507  -0.458
5 C -0.5186 1.0074 -0.1863  0.596
6 O -0.2225 2.0763 -0.8343  -0.657
7 H 1.9748 0.3297 0.8301  0.375
8 H 2.1768 -0.7595 -0.3907  0.372
9 H 0.2645 0.9262 -1.2772  0.501
10 H -1.5602 -1.5222 -0.3229  0.194
11 H -1.1056 -1.1066 1.3777  0.194

**Energy above the lowest of the compared OMol25 structures with the same formula, charge and spin**: 120.2 kcal per mole
**Gap between HOMO and LUMO**: 9.1 eV
**Spin multiplicity**: 1
**Charge**: 0

---

4.
# C3H5NO2

A structure of composition C3H5NO2 at a distorted geometry (ωB97M-V/def2-TZVPD, the OMol25 dataset).

Each line ends with the natural charge from an NBO analysis.
Cartesian coordinates (Å):
1 C -0.9384 -0.4453 1.2602  -0.355
2 C -0.1270 0.4370 0.6712  0.326
3 N -0.5741 1.3306 -0.3070  -0.322
4 O 1.1663 0.0408 0.4097  -0.520
5 C 0.8303 -0.5271 -0.8720  0.178
6 O 0.2914 0.5077 -1.6048  -0.448
7 H -2.0118 -0.3211 1.2726  0.220
8 H -0.4917 -1.3348 1.6990  0.218
9 H 0.0430 -1.2676 -0.6313  0.138
10 H 0.0774 2.0988 -0.4054  0.365
11 H 1.6947 -1.0425 -1.2981  0.201

**Energy above the lowest of the compared OMol25 structures with the same formula, charge and spin**: 114.9 kcal per mole
**Gap between HOMO and LUMO**: 9.6 eV
**Spin multiplicity**: 1
**Charge**: 0

---

5.
# C3H5NO2

A cluster of 2 separate species, C3H5NO2 in total at a distorted geometry (ωB97M-V/def2-TZVPD, the OMol25 dataset).

Each line ends with the natural charge from an NBO analysis.
Cartesian coordinates (Å):
1 N -2.4525 -0.8842 -1.2867  -0.301
2 C -1.5642 -0.8481 -0.5477  0.280
3 C -0.4235 -0.7855 0.3661  -0.635
4 C 0.9081 -0.8419 -0.3656  0.474
5 O 1.8822 -0.2311 0.0092  -0.527
6 H -0.4526 -1.6478 1.0435  0.272
7 H -0.4654 0.1404 0.9441  0.303
8 H 0.9533 -1.5077 -1.2475  0.132
9 O 0.2535 2.0701 0.1328  -0.960
10 H 1.1286 1.6777 0.2677  0.487
11 H 0.2324 2.8582 0.6840  0.475

**SMILES**: N#CCC=O.O
**Energy above the lowest of the compared OMol25 structures with the same formula, charge and spin**: 32.5 kcal per mole
**Gap between HOMO and LUMO**: 11.3 eV
**Spin multiplicity**: 1
**Charge**: 0

---

6.
# C3H5NO2

An isolated molecule of C3H5NO2 (ωB97M-V/def2-TZVPD, the OMol25 dataset).

Each line ends with the natural charge from an NBO analysis.
Cartesian coordinates (Å):
1 H -2.3752 0.6229 0.8011  0.365
2 N -1.4328 0.3352 0.5549  -0.716
3 C -0.8800 1.1644 -0.2200  0.416
4 O 0.3523 0.9872 -0.7192  -0.491
5 C 1.1419 -0.0550 -0.1463  -0.183
6 C 0.4529 -1.3914 0.0864  0.428
7 O 0.7814 -2.1037 1.0027  -0.525
8 H -1.2987 2.1009 -0.5972  0.161
9 H 1.5816 0.2732 0.8007  0.207
10 H 1.9433 -0.2166 -0.8756  0.216
11 H -0.2668 -1.7171 -0.6874  0.122

**SMILES**: [H]/N=C/OCC=O
**Energy above the lowest of the compared OMol25 structures with the same formula, charge and spin**: 38.5 kcal per mole
**Gap between HOMO and LUMO**: 10.6 eV
**Spin multiplicity**: 1
**Charge**: 0

---

7.
# C3H5NO2

An isolated molecule of C3H5NO2 at a distorted geometry (ωB97M-V/def2-TZVPD, the OMol25 dataset).

Each line ends with the natural charge from an NBO analysis.
Cartesian coordinates (Å):
1 C -1.5517 -0.0810 0.0934  -0.737
2 C -0.3087 0.8132 0.0006  0.696
3 O -0.2831 1.9852 0.3000  -0.522
4 N 0.7961 0.1576 -0.5795  -0.676
5 C 1.8981 -0.2975 0.1473  0.542
6 O 2.2325 -1.4511 0.0582  -0.555
7 H -1.8234 -0.4482 -0.9082  0.234
8 H -2.3543 0.5381 0.4792  0.244
9 H -1.5150 -1.0064 0.7114  0.245
10 H 0.4880 -0.6760 -1.0529  0.389
11 H 2.4214 0.4663 0.7506  0.140

**SMILES**: CC(=O)NC=O
**Energy above the lowest of the compared OMol25 structures with the same formula, charge and spin**: 16.6 kcal per mole
**Gap between HOMO and LUMO**: 11.2 eV
**Spin multiplicity**: 1
**Charge**: 0

---

8.
# C3H5NO2

An isolated molecule of C3H5NO2 (ωB97M-V/def2-TZVPD, the OMol25 dataset).

Each line ends with the natural charge from an NBO analysis.
Cartesian coordinates (Å):
1 H 1.0896 1.8919 -0.9364  0.372
2 N 0.5733 1.0205 -0.8949  -0.737
3 C 1.2473 -0.0041 -0.5784  0.434
4 O 0.6193 -1.1479 -0.2578  -0.476
5 C -0.7586 -0.9132 0.0189  -0.183
6 C -0.8601 0.3371 0.8958  0.423
7 O -0.0897 0.5103 1.8105  -0.546
8 H 2.3248 -0.1202 -0.4512  0.170
9 H -1.1248 -1.7604 0.6058  0.215
10 H -1.3254 -0.8438 -0.9129  0.199
11 H -1.6956 1.0297 0.7005  0.129

**SMILES**: [H]/N=C/OCC=O
**Energy above the lowest of the compared OMol25 structures with the same formula, charge and spin**: 43.6 kcal per mole
**Gap between HOMO and LUMO**: 10.8 eV
**Spin multiplicity**: 1
**Charge**: 0

---

9.
# C3H5NO2

An isolated molecule of C3H5NO2 (ωB97M-V/def2-TZVPD, the OMol25 dataset).

Each line ends with the natural charge from an NBO analysis.
Cartesian coordinates (Å):
1 C 1.2413 0.4908 -0.0271  -0.016
2 C 0.4311 -0.1948 -1.0502  0.333
3 O 0.7068 -0.5022 -2.2159  -0.663
4 O -1.0363 0.2613 -0.8044  -0.516
5 C -1.3950 0.2264 0.4539  0.448
6 N -0.5296 0.2097 1.4049  -0.753
7 H 1.0445 1.4288 0.4724  0.221
8 H 0.4644 -1.0696 -0.2599  0.190
9 H 2.1849 -0.0034 0.1911  0.211
10 H -2.4800 0.2068 0.5983  0.164
11 H -0.9251 0.1312 2.3362  0.380

**Energy above the lowest of the compared OMol25 structures with the same formula, charge and spin**: 124.1 kcal per mole
**Gap between HOMO and LUMO (spin up / spin down)**: 7.4 / 7.4 eV
**Spin multiplicity**: 1
**Charge**: 0

---

10.
# C3H5NO2

An isolated molecule of C3H5NO2 at a distorted geometry (ωB97M-V/def2-TZVPD, the OMol25 dataset).

Each line ends with the natural charge from an NBO analysis.
Cartesian coordinates (Å):
1 N 1.4444 2.2223 -1.3018  -0.295
2 C 0.9594 1.2306 -0.9616  0.260
3 C 0.1479 0.0433 -0.6414  -0.016
4 O -1.0459 0.3602 -1.3516  -0.698
5 C -0.0263 -0.1426 0.8767  -0.082
6 O -0.0894 -1.5291 1.1390  -0.719
7 H 0.6662 -0.8616 -1.0048  0.223
8 H -1.6741 -0.3696 -1.4201  0.485
9 H -0.9500 0.3720 1.1661  0.183
10 H 0.8076 0.3257 1.4146  0.180
11 H -0.2397 -1.6511 2.0849  0.478

**SMILES**: N#C[C@H](O)CO
**Energy above the lowest of the compared OMol25 structures with the same formula, charge and spin**: 40.9 kcal per mole
**Gap between HOMO and LUMO**: 11.6 eV
**Spin multiplicity**: 1
**Charge**: 0

---

11.
# C3H5NO2

A cluster of 2 separate species, C3H5NO2 in total at a distorted geometry (ωB97M-V/def2-TZVPD, the OMol25 dataset).

Each line ends with the natural charge from an NBO analysis.
Cartesian coordinates (Å):
1 C -1.9328 -0.1229 0.0541  0.067
2 C 0.8475 -0.4209 -0.2989  -0.185
3 C -0.0209 0.7512 -0.3791  0.296
4 N -2.8557 -0.7961 0.1663  -0.458
5 O 0.7542 -1.2103 0.9291  -0.706
6 O 0.2056 1.8369 0.3789  -0.656
7 H 0.6571 -1.1449 -1.0864  0.212
8 H 1.9012 -0.0789 -0.3650  0.214
9 H -0.2138 1.0235 -1.4847  0.227
10 H -0.0786 -1.6009 0.9167  0.479
11 H 0.7362 1.7633 1.1691  0.508

**Energy above the lowest of the compared OMol25 structures with the same formula, charge and spin**: 85.2 kcal per mole
**Gap between HOMO and LUMO**: 11.1 eV
**Spin multiplicity**: 1
**Charge**: 0

---

12.
# C3H5NO2

An isolated molecule of C3H5NO2 at a distorted geometry (ωB97M-V/def2-TZVPD, the OMol25 dataset).

Each line ends with the natural charge from an NBO analysis.
Cartesian coordinates (Å):
1 O 2.1649 -1.0599 0.1836  -0.577
2 C 1.0299 -0.6396 0.1297  0.660
3 N -0.2141 -1.2728 0.1423  -0.625
4 C -1.0937 -0.1377 -0.0640  -0.238
5 C 0.1066 0.7663 0.2163  0.031
6 O 0.3971 1.6838 -0.7781  -0.702
7 H -0.4856 -2.2439 0.1318  0.396
8 H -1.9271 -0.0764 0.6428  0.194
9 H -1.4640 -0.0232 -1.0909  0.199
10 H 0.1321 1.1847 1.2362  0.178
11 H 1.3538 1.8187 -0.7497  0.483

**SMILES**: O=C1NC[C@@H]1O
**Energy above the lowest of the compared OMol25 structures with the same formula, charge and spin**: 35.9 kcal per mole
**Gap between HOMO and LUMO**: 10.4 eV
**Spin multiplicity**: 1
**Charge**: 0